Record 1
38
Properties=species:S:1:pos:R:3:forces:R:3 method="wB97M-V/def2-TZVPD" e_tot_ev=-32748.016 orbital_gap_ev=9.475 de_lowest_kj_mol=43.48 mol_weight_da=286.4 multiplicity=1 smiles="Cc1ccc(CSCC(=O)NCc2cccnc2)cc1"
C 2.6631 -0.5725 -2.5680 0.05 -0.07 0.05
C 1.4436 0.1268 -2.0571 -0.04 -0.04 -0.06
C 0.2006 -0.4933 -2.1080 0.10 0.04 -0.05
C -0.9360 0.1473 -1.6522 0.00 0.16 0.00
C -0.8621 1.4414 -1.1542 0.05 -0.12 -0.06
C 0.3812 2.0572 -1.0797 -0.11 0.01 -0.05
C 1.5180 1.4039 -1.5162 -0.01 0.01 0.00
H 2.4746 1.9027 -1.4545 0.12 0.04 -0.02
H 0.4492 3.0629 -0.6875 0.05 0.08 0.03
C -2.1043 2.1868 -0.7747 0.00 0.36 0.41
H -2.3267 2.9425 -1.5317 -0.10 -0.09 0.02
H -2.9625 1.5226 -0.6790 -0.03 0.02 -0.11
S -1.9698 3.1394 0.7870 -0.33 0.02 -0.08
C -2.6715 1.9703 1.9814 0.10 0.22 -0.30
C -1.7996 0.7925 2.3946 -0.03 0.45 -0.19
O -2.2816 -0.1283 3.0230 -0.21 -0.41 0.26
N -0.5020 0.8808 2.0649 0.40 0.11 -0.02
H -0.1983 1.6403 1.4703 -0.14 -0.07 0.08
C 0.4668 -0.1125 2.4767 -0.11 -0.18 0.11
C 0.6576 -1.2059 1.4596 0.02 -0.07 -0.01
C 1.8868 -1.4416 0.8588 -0.23 0.16 0.26
N 2.1048 -2.4171 -0.0059 0.40 -0.24 -0.16
C 1.0928 -3.2031 -0.3296 -0.15 -0.16 -0.04
C -0.1819 -3.0541 0.1953 0.03 0.09 0.09
C -0.4004 -2.0389 1.1096 0.13 -0.07 -0.06
H -1.3696 -1.8943 1.5632 -0.11 0.04 0.06
H -0.9790 -3.7202 -0.0965 -0.06 -0.08 -0.04
H 1.3207 -3.9871 -1.0404 -0.08 -0.10 -0.07
H 2.7460 -0.8239 1.0903 0.04 0.15 0.09
H 0.0842 -0.5559 3.4031 0.17 0.12 -0.07
H 1.4166 0.3881 2.6785 -0.07 -0.06 0.03
H -3.6261 1.6004 1.6042 0.07 -0.06 0.13
H -2.8726 2.5609 2.8778 -0.04 -0.09 -0.01
H -1.8926 -0.3533 -1.7059 -0.12 -0.05 0.00
H 0.1227 -1.4899 -2.5175 0.00 -0.11 -0.04
H 2.4649 -1.0251 -3.5378 0.05 -0.02 -0.10
H 2.9455 -1.3683 -1.8778 0.09 -0.01 -0.06
H 3.4968 0.1183 -2.6644 0.09 0.03 -0.06


Record 2
13
Properties=species:S:1:pos:R:3:forces:R:3 method="wB97M-V/def2-TZVPD" e_tot_ev=-6210.014 orbital_gap_ev="7.649 / 4.465" de_lowest_kj_mol=327.26 mol_weight_da=72.1 multiplicity=2 charge=+1
C 1.4239 0.4875 -1.3062 0.83 -0.56 0.02
C 2.7248 0.3660 -1.5365 0.24 0.71 -0.13
H 1.1399 0.7700 -0.2986 -0.51 0.23 -0.20
H 0.7347 0.2392 -2.1029 -0.37 0.08 0.27
H 3.4638 0.7128 -0.8212 -0.10 -0.33 0.18
H 3.1362 0.0915 -2.4978 -0.17 -0.14 -0.10
N -1.9071 -1.2006 0.4969 -0.42 1.81 0.13
C -1.6153 -0.4490 1.5518 0.45 0.71 -1.87
N -2.2358 0.6843 1.8399 0.13 -0.80 1.10
H -2.7336 -0.8186 0.0385 -0.19 -0.61 -0.14
H -1.1522 -1.2739 -0.1876 0.25 -1.03 0.44
H -0.6264 -0.5419 1.9945 0.20 -0.20 0.37
H -2.3529 0.9329 2.8293 -0.34 0.13 -0.07


Record 3
15
Properties=species:S:1:pos:R:3:forces:R:3 method="wB97M-V/def2-TZVPD" e_tot_ev=-24637.999 orbital_gap_ev=9.979 de_lowest_kj_mol=129.89 mol_weight_da=163.2 multiplicity=1
C 0.1818 -1.4685 1.2407 -1.47 -1.14 1.71
C 1.5957 -0.9744 1.2712 -1.95 1.80 -1.33
C -0.6365 -1.1603 0.2521 -1.51 0.04 -2.12
N -0.9617 -2.4127 -2.0330 -0.06 -3.61 -4.69
N -0.9683 -2.8834 -3.0491 -0.01 1.75 3.90
N -0.0904 1.4379 -0.5445 -0.30 -1.36 0.00
O 1.0820 -0.4953 -1.7318 -0.18 0.02 -0.20
O -1.3674 -0.0924 -2.0135 -1.71 0.60 -1.36
O 1.8413 0.1826 0.9629 0.67 -1.62 1.10
S -0.2037 -0.1219 -1.2337 1.72 1.72 3.28
H -0.2931 -2.1671 2.0478 1.44 1.22 -1.37
H 2.2992 -1.7557 1.3788 1.52 -0.64 0.56
H -1.6858 -1.5691 0.0024 1.80 0.69 1.24
H 0.6459 1.3717 0.1620 0.22 0.10 -0.37
H -0.9386 1.4891 0.0235 -0.19 0.42 -0.36